(1)
{"formula": "C24H17F3NO3PRhS2", "method": "ωB97M-V/def2-TZVPD", "charge": 1, "e_above_lowest_kj_mol": 106.9, "lumo_energy_ev": [-4.88, -4.88], "max_force_ha_per_bohr": 0.050, "e_homo_ev": [-12.0, -12.0], "gap_ev": [7.114, 7.113], "symbols": ["Rh", "O", "S", "O", "O", "C", "C", "C", "C", "C", "C", "P", "C", "C", "C", "C", "C", "C", "C", "C", "C", "C", "C", "C", "H", "H", "H", "H", "H", "H", "H", "H", "H", "H", "H", "H", "H", "H", "F", "C", "F", "F", "C", "C", "C", "C", "N", "C", "S", "H", "H", "H"], "coordinates": [[-1.686, 0.480, -1.226], [-4.543, 1.496, 1.456], [-3.277, 1.093, 0.959], [-2.566, 2.093, 0.073], [-3.209, -0.185, 0.215], [-2.144, 0.872, 2.290], [-2.617, 0.802, 3.586], [-1.715, 0.609, 4.626], [-0.360, 0.502, 4.364], [0.111, 0.569, 3.058], [-0.778, 0.752, 2.003], [-0.108, 0.860, 0.323], [0.479, 2.525, 0.011], [0.677, 2.949, -1.305], [1.160, 4.224, -1.550], [1.432, 5.078, -0.490], [1.219, 4.663, 0.817], [0.741, 3.388, 1.073], [1.249, -0.305, 0.203], [2.275, -0.057, -0.710], [3.283, -0.992, -0.885], [3.272, -2.172, -0.153], [2.253, -2.422, 0.759], [1.238, -1.497, 0.931], [-3.678, 0.911, 3.770], [-2.076, 0.549, 5.644], [0.341, 0.362, 5.176], [1.174, 0.486, 2.869], [0.450, 2.292, -2.135], [1.316, 4.553, -2.569], [1.804, 6.075, -0.684], [1.418, 5.336, 1.640], [0.564, 3.078, 2.095], [2.299, 0.866, -1.274], [4.080, -0.796, -1.589], [4.065, -2.896, -0.286], [2.254, -3.336, 1.339], [0.451, -1.696, 1.649], [-0.956, -4.123, -5.102], [-0.176, -3.192, -4.539], [-0.209, -2.102, -5.308], [1.078, -3.668, -4.545], [-0.626, -2.906, -3.130], [-0.716, -3.963, -2.234], [-1.121, -3.754, -0.925], [-1.446, -2.473, -0.531], [-1.363, -1.468, -1.402], [-0.949, -1.642, -2.663], [-0.874, -0.048, -3.356], [-0.465, -4.961, -2.572], [-1.199, -4.570, -0.222], [-1.825, -2.238, 0.454]]}

---

(2)
{"formula": "C24H17N4O2", "method": "ωB97M-V/def2-TZVPD", "charge": -1, "lumo_energy_ev": 2.28, "smiles": "N#Cc1ccc([C@@H](C=[N+]([O-])[O-])[C@H](C#N)N=C(c2ccccc2)c2ccccc2)cc1", "max_force_ha_per_bohr": 0.101, "e_homo_ev": -4.4, "gap_ev": 6.665, "symbols": ["N", "C", "C", "C", "C", "C", "C", "C", "N", "O", "O", "C", "C", "N", "N", "C", "C", "C", "C", "C", "C", "C", "C", "C", "C", "C", "C", "C", "C", "C", "H", "H", "H", "H", "H", "H", "H", "H", "H", "H", "H", "H", "H", "H", "H", "H", "H"], "coordinates": [[-4.634, -6.007, 0.472], [-3.876, -5.170, 0.787], [-2.931, -4.173, 1.210], [-3.247, -3.279, 2.238], [-2.409, -2.217, 2.531], [-1.236, -2.045, 1.776], [-0.496, -0.742, 1.834], [0.956, -0.792, 1.791], [1.741, 0.058, 2.543], [2.996, 0.121, 2.393], [1.155, 0.809, 3.396], [-1.407, 0.330, 0.711], [-2.771, -0.042, 0.500], [-3.888, -0.359, 0.253], [-0.787, 0.538, -0.560], [0.273, 1.196, -0.927], [0.997, 0.607, -2.090], [2.292, 0.970, -2.499], [2.872, 0.407, -3.636], [2.174, -0.566, -4.365], [0.896, -0.966, -3.944], [0.332, -0.397, -2.803], [0.786, 2.462, -0.344], [1.240, 3.503, -1.171], [1.623, 4.731, -0.635], [1.524, 4.953, 0.752], [1.041, 3.936, 1.581], [0.700, 2.705, 1.031], [-0.769, -3.085, 0.976], [-1.649, -4.134, 0.674], [-4.229, -3.337, 2.682], [-2.721, -1.462, 3.261], [-0.851, -0.123, 2.722], [1.494, -1.565, 1.251], [-1.462, 1.226, 1.351], [2.826, 1.717, -1.913], [3.865, 0.743, -3.947], [2.632, -0.998, -5.259], [0.347, -1.718, -4.516], [-0.652, -0.715, -2.462], [1.269, 3.346, -2.252], [2.016, 5.515, -1.289], [1.835, 5.904, 1.189], [0.948, 4.057, 2.667], [0.378, 1.907, 1.690], [0.182, -3.007, 0.454], [-1.376, -4.844, -0.103]]}

---

(3)
{"formula": "C24H17N5S6W", "method": "ωB97M-V/def2-TZVPD", "e_above_lowest_kj_mol": 85.0, "lumo_energy_ev": [-1.21, -1.21], "max_force_ha_per_bohr": 0.010, "e_homo_ev": [-7.6, -7.6], "gap_ev": [6.362, 6.361], "symbols": ["W", "C", "C", "C", "C", "C", "C", "N", "C", "C", "C", "C", "C", "C", "N", "N", "C", "C", "C", "C", "C", "N", "H", "H", "H", "H", "H", "H", "H", "H", "H", "H", "H", "H", "H", "S", "C", "N", "C", "C", "C", "C", "C", "C", "S", "H", "H", "H", "H", "S", "S", "S", "S"], "coordinates": [[0.794, -1.094, -0.595], [1.109, 0.176, 4.876], [1.443, 1.279, 4.096], [1.131, 1.305, 2.750], [0.474, 0.222, 2.167], [0.141, -0.878, 2.943], [0.462, -0.901, 4.295], [0.167, 0.224, 0.774], [-0.369, 1.411, 0.236], [-1.101, 2.363, 0.945], [-1.625, 3.454, 0.274], [-1.435, 3.612, -1.096], [-0.693, 2.677, -1.799], [-0.137, 1.603, -1.126], [0.644, 0.627, -1.813], [1.933, 0.544, -1.312], [2.748, -0.211, -2.200], [3.740, 0.254, -3.036], [4.474, -0.700, -3.725], [4.199, -2.053, -3.554], [3.183, -2.431, -2.698], [2.484, -1.507, -2.047], [1.361, 0.157, 5.929], [1.963, 2.119, 4.539], [1.417, 2.148, 2.135], [-0.336, -1.732, 2.479], [0.212, -1.772, 4.886], [-1.287, 2.227, 2.002], [-2.206, 4.184, 0.823], [-1.859, 4.464, -1.609], [-0.519, 2.775, -2.863], [3.928, 1.314, -3.121], [5.268, -0.389, -4.391], [4.769, -2.809, -4.075], [2.923, -3.465, -2.513], [-0.099, -1.992, -2.936], [-1.521, -1.463, -2.203], [-1.412, -1.179, -0.924], [-2.612, -0.728, -0.371], [-2.873, -0.434, 0.964], [-4.146, -0.030, 1.316], [-5.162, 0.078, 0.365], [-4.920, -0.235, -0.960], [-3.641, -0.640, -1.316], [-3.072, -1.137, -2.890], [-2.091, -0.523, 1.702], [-4.358, 0.206, 2.351], [-6.150, 0.398, 0.667], [-5.707, -0.172, -1.699], [2.847, -1.072, 0.790], [2.809, -2.766, 1.971], [2.271, -4.147, 0.574], [0.436, -3.362, 0.020]]}

---

(4)
{"formula": "C24H18BrNO3", "method": "ωB97M-V/def2-TZVPD", "lumo_energy_ev": -0.64, "smiles": "O=C(/C=C/c1ccccc1Br)c1ccc(N2C(=O)[C@@H]3[C@H](C2=O)[C@@H]2C=C[C@H]3C2)cc1", "max_force_ha_per_bohr": 0.083, "e_homo_ev": -9.0, "gap_ev": 8.366, "symbols": ["O", "C", "C", "C", "C", "C", "C", "C", "C", "C", "Br", "C", "C", "C", "C", "N", "C", "O", "C", "C", "C", "O", "C", "C", "C", "C", "C", "C", "C", "H", "H", "H", "H", "H", "H", "H", "H", "H", "H", "H", "H", "H", "H", "H", "H", "H", "H"], "coordinates": [[-1.166, -1.599, 4.345], [-0.361, -1.549, 3.419], [0.902, -2.257, 3.561], [2.059, -1.995, 2.825], [3.400, -2.682, 3.015], [3.475, -3.770, 3.955], [4.689, -4.399, 4.237], [5.823, -4.033, 3.568], [5.787, -3.001, 2.609], [4.606, -2.315, 2.343], [4.663, -0.967, 0.980], [-0.831, -0.942, 2.160], [-0.464, -1.459, 0.914], [-0.966, -0.917, -0.256], [-1.769, 0.246, -0.205], [-2.122, 0.849, -1.429], [-3.225, 1.610, -1.708], [-4.188, 1.849, -0.996], [-3.288, 2.086, -3.173], [-1.922, 1.563, -3.742], [-1.308, 0.879, -2.551], [-0.143, 0.510, -2.685], [-1.270, 2.853, -4.310], [-0.899, 3.743, -3.168], [-2.047, 4.175, -2.609], [-3.161, 3.604, -3.413], [-2.511, 3.596, -4.798], [-2.169, 0.719, 1.030], [-1.714, 0.121, 2.209], [0.946, -2.986, 4.373], [2.036, -1.208, 2.068], [2.658, -4.128, 4.545], [4.714, -5.171, 4.957], [6.764, -4.488, 3.741], [6.661, -2.739, 2.045], [0.172, -2.341, 0.845], [-0.685, -1.400, -1.198], [-4.170, 1.655, -3.655], [-2.079, 0.832, -4.508], [-0.499, 2.648, -5.046], [0.079, 3.936, -2.776], [-2.138, 4.895, -1.795], [-4.121, 4.166, -3.285], [-3.048, 3.018, -5.535], [-2.329, 4.613, -5.173], [-2.758, 1.605, 1.150], [-2.082, 0.577, 3.116]]}

---

(5)
{"formula": "C24H18EuN8O2S4", "method": "ωB97M-V/def2-TZVPD", "charge": -1, "e_above_lowest_kj_mol": 0.0, "lumo_energy_ev": [2.00, 2.00], "spin_multiplicity": 7, "s2": 12.010, "max_force_ha_per_bohr": 0.014, "e_homo_ev": [-4.7, -4.7], "gap_ev": [6.719, 6.714], "symbols": ["Eu", "N", "C", "S", "N", "N", "C", "C", "C", "C", "C", "C", "C", "O", "H", "H", "H", "H", "H", "H", "H", "O", "N", "C", "C", "C", "C", "C", "S", "H", "H", "H", "H", "N", "C", "C", "C", "C", "C", "C", "N", "C", "C", "C", "S", "C", "N", "H", "H", "H", "H", "H", "H", "H", "S", "C", "N"], "coordinates": [[0.133, 0.249, -0.218], [-3.772, -2.297, -1.123], [-2.860, -1.424, -0.561], [-2.301, -0.139, -1.594], [-2.578, -1.678, 0.686], [-1.666, -0.781, 1.233], [-1.708, -0.746, 2.521], [-0.879, 0.077, 3.392], [-0.833, -0.272, 4.746], [-0.050, 0.413, 5.655], [0.700, 1.499, 5.193], [0.664, 1.875, 3.865], [-0.124, 1.181, 2.920], [-0.131, 1.525, 1.669], [-3.743, -2.354, -2.127], [-3.882, -3.167, -0.627], [-2.428, -1.409, 3.010], [-1.422, -1.124, 5.070], [-0.024, 0.120, 6.695], [1.313, 2.065, 5.886], [1.231, 2.726, 3.503], [0.340, -2.026, -0.790], [1.374, -2.837, -0.647], [1.091, -4.111, -0.296], [2.073, -5.042, -0.119], [3.399, -4.637, -0.324], [3.663, -3.355, -0.714], [2.642, -2.391, -0.910], [2.888, -0.800, -1.427], [0.033, -4.287, -0.172], [1.807, -6.043, 0.182], [4.213, -5.337, -0.185], [4.674, -3.022, -0.899], [3.422, -0.592, 3.078], [2.727, -1.727, 3.459], [2.916, -2.638, 4.492], [1.980, -3.648, 4.599], [0.895, -3.743, 3.710], [0.719, -2.836, 2.687], [1.663, -1.818, 2.564], [1.713, -0.759, 1.669], [2.747, -0.050, 2.027], [3.122, 1.217, 1.391], [4.149, 2.040, 1.720], [4.096, 3.436, 0.740], [2.764, 2.783, -0.112], [2.348, 1.643, 0.339], [4.211, -0.185, 3.549], [3.740, -2.556, 5.188], [2.078, -4.376, 5.394], [0.177, -4.542, 3.837], [-0.125, -2.883, 2.013], [4.887, 1.922, 2.493], [2.292, 3.286, -0.943], [0.996, 3.880, -3.805], [0.632, 2.670, -2.756], [0.414, 1.837, -1.964]]}

---

| no. | total energy (Ha) |
| --- | --- |
| 1 | -2752.9395 |
| 2 | -1294.1640 |
| 3 | -3654.8695 |
| 4 | -3779.8240 |
| 5 | -3817.2297 |